59
Properties=species:S:1:pos:R:3:nbo_charge:R:1 method="wB97M-V/def2-TZVPD" smiles="NC(=O)C[C@@H](NC(=O)Cc1ccc(Cl)cc1)c1ccc(NCCc2ccccc2F)c([N+](=O)[O-])c1" homo_energy_ev=-8.1
N 0.91 -3.94 -0.56 -0.800
C 1.64 -2.81 -0.45 0.687
O 2.23 -2.33 -1.40 -0.652
C 1.64 -2.16 0.92 -0.502
H 2.68 -2.02 1.23 0.249
H 1.13 -2.78 1.65 0.216
C 0.97 -0.78 0.80 -0.048
N 1.82 0.05 -0.03 -0.651
C 2.17 1.31 0.29 0.703
O 1.71 1.92 1.24 -0.642
C 3.22 1.89 -0.66 -0.514
C 4.52 1.20 -0.36 -0.029
C 5.33 1.66 0.68 -0.148
C 6.50 1.01 1.01 -0.240
C 6.88 -0.11 0.30 -0.047
C 6.09 -0.59 -0.74 -0.214
C 4.92 0.07 -1.06 -0.209
H 4.31 -0.31 -1.87 0.222
H 6.39 -1.47 -1.28 0.229
Cl 8.35 -0.93 0.71 0.003
H 7.12 1.37 1.82 0.228
H 5.02 2.53 1.24 0.215
H 3.30 2.96 -0.47 0.240
H 2.92 1.71 -1.69 0.225
H 2.25 -0.43 -0.81 0.436
C -0.43 -0.89 0.24 -0.112
C -1.35 -1.75 0.80 -0.175
C -2.67 -1.81 0.35 -0.014
C -3.14 -0.93 -0.65 0.227
N -4.43 -0.87 -1.02 -0.587
C -5.07 0.29 -1.60 -0.199
C -5.33 1.39 -0.55 -0.435
C -4.04 1.86 0.06 -0.116
C -3.25 2.83 -0.56 -0.196
C -2.01 3.17 -0.05 -0.228
C -1.53 2.56 1.10 -0.192
C -2.31 1.62 1.75 -0.298
C -3.54 1.29 1.22 0.462
F -4.28 0.35 1.86 -0.345
H -1.97 1.13 2.65 0.232
H -0.55 2.80 1.47 0.249
H -1.41 3.91 -0.55 0.216
H -3.62 3.31 -1.46 0.210
H -5.84 2.22 -1.04 0.220
H -5.98 0.99 0.23 0.226
H -6.02 -0.04 -2.02 0.212
H -4.45 0.69 -2.41 0.194
H -5.04 -1.48 -0.47 0.431
C -2.15 -0.13 -1.27 -0.288
C -0.85 -0.10 -0.84 -0.078
H -0.15 0.55 -1.33 0.218
H -2.43 0.51 -2.10 0.221
N -3.51 -2.76 1.00 0.522
O -3.01 -3.47 1.85 -0.403
O -4.68 -2.85 0.66 -0.426
H -1.08 -2.39 1.63 0.238
H 0.92 -0.30 1.79 0.244
H 0.84 -4.39 -1.46 0.407
H 0.37 -4.32 0.20 0.403



65
Properties=species:S:1:pos:R:3:nbo_charge:R:1 method="wB97M-V/def2-TZVPD" charge=+1 homo_energy_ev=-10.7
Zr 0.11 -0.08 -0.43 2.077
C 3.40 -2.25 1.79 -0.690
C 2.05 -2.06 1.17 0.297
N 1.82 -1.90 -0.08 -0.253
N 2.85 -1.99 -0.95 -0.413
C 2.72 -1.59 -2.24 0.321
N 3.75 -1.86 -3.04 -0.748
S 1.34 -0.83 -2.79 -0.101
C 0.86 -2.08 2.05 0.152
C 0.97 -2.41 3.40 -0.217
C -0.18 -2.55 4.16 -0.137
C -1.40 -2.37 3.55 -0.214
C -1.42 -2.01 2.20 0.078
N -0.33 -1.85 1.47 -0.448
H 3.52 -1.55 2.62 0.257
H 4.22 -2.06 1.11 0.221
H 3.51 -3.27 2.19 0.258
H 3.76 -2.29 -0.62 0.389
H 4.57 -2.36 -2.73 0.405
H 3.71 -1.56 -3.99 0.435
H 1.94 -2.58 3.85 0.230
H -0.11 -2.80 5.21 0.238
H -2.33 -2.50 4.08 0.240
H -2.37 -1.87 1.70 0.223
C -1.64 -3.24 -3.12 -0.248
O -2.35 -3.71 -1.97 -0.501
C -3.03 -2.79 -1.23 0.239
C -4.29 -3.15 -0.79 -0.195
C -5.07 -2.27 -0.04 -0.226
C -4.59 -1.01 0.25 -0.170
C -3.29 -0.64 -0.13 -0.222
C -2.85 0.69 0.18 0.211
N -1.64 1.07 -0.05 -0.462
N -1.29 2.41 0.07 -0.352
C -0.19 2.66 -0.58 0.544
O 0.43 1.73 -1.29 -0.822
C 0.34 4.02 -0.57 -0.083
C -0.03 4.92 0.43 -0.186
C 0.48 6.20 0.44 -0.214
C 1.37 6.60 -0.56 -0.176
C 1.74 5.71 -1.56 -0.209
C 1.24 4.42 -1.56 -0.175
C -2.46 -1.56 -0.82 0.381
O -1.19 -1.32 -1.09 -0.839
H -1.64 -4.07 -3.83 0.199
H -0.62 -2.97 -2.87 0.188
H -2.15 -2.39 -3.58 0.185
H -4.66 -4.12 -1.06 0.240
H -6.06 -2.57 0.28 0.232
H -5.20 -0.29 0.78 0.223
H -3.56 1.43 0.53 0.223
H -0.73 4.60 1.20 0.233
H 0.20 6.89 1.22 0.224
H 1.76 7.61 -0.55 0.224
H 2.43 6.02 -2.33 0.224
H 1.53 3.71 -2.32 0.231
Cl 3.85 2.71 1.31 -0.006
C 2.30 2.22 1.98 -0.494
C 1.64 1.13 1.16 0.775
O 2.19 0.63 0.16 -0.681
O 0.47 0.74 1.50 -0.745
H 1.63 3.08 2.00 0.263
H 2.44 1.87 3.00 0.249
I -1.30 0.96 -3.13 0.157
I -3.19 0.77 -5.10 -0.036



54
Properties=species:S:1:pos:R:3:nbo_charge:R:1 method="wB97M-V/def2-TZVPD" charge=+2 homo_energy_ev=-14.7
Lu -0.03 -0.85 1.43 1.837
Cl 1.90 -1.96 2.20 -0.499
C -0.57 1.16 2.34 0.421
O -0.84 2.24 2.67 -0.266
P 0.20 0.45 -0.96 0.663
C -0.98 1.26 -2.09 -0.264
C 1.19 1.86 -0.28 -0.292
C 1.39 -0.33 -2.09 -0.382
C 2.55 1.68 0.03 -0.235
C 3.27 2.73 0.60 -0.194
C 2.64 3.96 0.87 -0.157
C 1.28 4.12 0.57 -0.184
C 0.56 3.08 -0.01 -0.265
H 3.05 0.73 -0.17 0.242
H 4.32 2.61 0.84 0.247
H 3.20 4.78 1.31 0.248
H 0.78 5.06 0.78 0.243
H -0.50 3.20 -0.24 0.233
C -2.30 1.50 -1.66 -0.236
C -3.21 2.13 -2.51 -0.199
C -2.81 2.56 -3.78 -0.161
C -1.49 2.36 -4.19 -0.169
C -0.59 1.70 -3.36 -0.218
H -2.61 1.19 -0.66 0.191
H -4.24 2.30 -2.19 0.239
H -3.52 3.06 -4.45 0.246
H -1.16 2.72 -5.17 0.243
H 0.43 1.55 -3.69 0.233
C 2.32 0.42 -2.83 -0.217
C 3.23 -0.23 -3.67 -0.175
C 3.23 -1.62 -3.76 -0.158
C 2.29 -2.37 -3.05 -0.214
C 1.35 -1.73 -2.24 -0.128
H 2.33 1.51 -2.75 0.233
H 3.93 0.37 -4.26 0.243
H 3.97 -2.12 -4.39 0.246
H 2.30 -3.45 -3.13 0.241
H 0.58 -2.31 -1.71 0.189
H -3.34 -1.91 -2.16 0.000
H -2.96 -2.54 -2.26 0.001
N -1.78 -2.21 2.10 -0.950
C -1.76 -2.70 3.49 0.112
C -1.96 -1.76 4.49 -0.283
C -1.52 -2.09 5.78 -0.162
C -0.96 -3.35 6.03 -0.188
C -0.91 -4.32 5.02 -0.147
C -1.35 -4.00 3.72 -0.244
H -2.60 -1.63 1.96 0.410
H -1.84 -2.98 1.44 0.427
H -2.42 -0.79 4.27 0.218
H -1.59 -1.36 6.59 0.246
H -0.58 -3.60 7.02 0.250
H -0.52 -5.32 5.22 0.249
H -1.35 -4.74 2.91 0.235



76
Properties=species:S:1:pos:R:3:mulliken_charge:R:1 method="wB97M-V/def2-TZVPD" spin_multiplicity=6 charge=+2 homo_energy_ev="-10.8 / -14.0"
Ir -6.36 -9.09 -11.05 0.581
N -5.97 -10.28 -12.75 -0.647
N -4.59 -10.50 -12.79 0.072
C -3.84 -10.55 -11.66 0.539
N -2.53 -10.78 -11.70 -0.230
N -4.71 -10.18 -10.56 -0.136
N -4.29 -10.46 -9.21 0.888
O -5.15 -10.31 -8.37 -0.522
O -3.09 -10.73 -8.94 -0.634
H -6.48 -11.21 -12.68 0.319
H -6.25 -9.78 -13.62 0.373
H -4.17 -10.26 -13.78 0.206
H -2.10 -10.31 -12.53 0.298
H -2.01 -11.03 -10.82 0.274
C -9.45 -6.76 -14.13 -0.925
N -8.75 -6.16 -13.05 0.242
C -8.20 -4.89 -13.11 -0.561
C -7.30 -4.73 -12.12 -0.457
N -7.31 -5.95 -11.36 0.429
C -8.16 -6.84 -12.05 -0.190
S -8.59 -8.38 -11.50 -0.246
C -6.43 -6.41 -10.30 0.698
C -5.56 -5.57 -9.62 -0.859
C -5.25 -5.85 -8.32 -0.584
C -5.61 -7.10 -7.73 -0.607
C -6.39 -7.94 -8.48 -0.579
N -6.65 -7.65 -9.80 0.169
H -10.02 -5.96 -14.59 0.390
H -10.15 -7.46 -13.67 0.333
H -8.79 -7.23 -14.85 0.281
H -8.49 -4.19 -13.86 0.495
H -6.78 -3.88 -11.82 0.489
H -5.28 -4.68 -10.13 0.452
H -4.65 -5.18 -7.75 0.484
H -5.36 -7.40 -6.73 0.478
H -6.78 -8.86 -8.09 0.719
N -12.20 -11.35 -11.27 -0.233
C -11.24 -11.93 -10.57 0.600
N -10.27 -12.65 -11.11 -0.606
C -9.20 -12.83 -10.23 0.104
C -8.00 -13.55 -10.49 -0.614
C -7.07 -13.52 -9.49 -0.556
C -7.36 -12.85 -8.25 -0.575
C -8.49 -12.08 -8.03 -0.534
C -9.43 -12.12 -9.02 1.014
S -10.99 -11.41 -8.89 -0.141
H -12.04 -11.28 -12.31 0.255
H -12.75 -10.59 -10.92 0.319
H -7.91 -14.10 -11.41 0.569
H -6.14 -14.07 -9.53 0.530
H -6.63 -12.89 -7.48 0.454
H -8.57 -11.34 -7.24 0.458
O -12.82 -7.60 -13.81 -0.574
S -13.64 -8.70 -13.43 1.179
O -14.10 -8.69 -12.03 -0.637
N -12.87 -10.08 -13.70 -0.358
C -13.47 -10.87 -14.61 0.297
O -13.02 -11.89 -15.07 -0.478
C -14.74 -10.27 -15.15 0.599
C -15.62 -10.85 -16.06 -0.765
C -16.67 -10.04 -16.41 -0.346
C -16.78 -8.70 -15.95 -0.506
C -15.93 -8.18 -15.01 -0.418
C -14.97 -9.02 -14.53 0.248
H -15.41 -11.83 -16.47 0.495
H -17.42 -10.29 -17.15 0.414
H -17.64 -8.13 -16.34 0.389
H -16.05 -7.15 -14.55 0.409
F -4.46 -7.30 -13.70 -0.182
C -3.56 -7.25 -14.76 0.576
F -4.27 -7.15 -15.89 -0.221
F -2.89 -6.12 -14.54 -0.212
S -2.50 -8.92 -14.84 1.089
O -1.45 -8.91 -15.82 -0.548
O -3.54 -9.97 -15.20 -0.770
O -2.01 -8.95 -13.46 -0.755